Below is 10 unconnected molecules or ions with the total composition C30H70N10O10 in a non-equilibrium geometry, with properties calculated with ωB97M-V/def2-TZVPD.

The calculation puts the max |F| at 4.93 eV/Å. As for the relative energy (zero: lowest compared OMol25 entry of this formula, charge and spin): 2.000 eV. As for the charge: -1. As for the spin multiplicity: 2.

XYZ file:
```
120
C30H70N10O10 (ωB97M-V/def2-TZVPD)
C 9.6592 15.0716 7.9617
C 8.6759 15.5720 6.8678
O 8.6800 14.8047 5.8596
N 7.9140 16.6570 7.0610
C 6.8658 17.0440 6.2280
H 9.5345 15.6737 8.8617
H 10.6941 15.2686 7.6817
H 9.4665 14.0061 8.0866
H 7.9913 17.1212 7.9547
H 5.8547 16.9746 6.6291
H 6.8606 16.2766 5.4539
H 7.0184 18.0311 5.7915
C 6.5606 25.9096 -0.7861
C 5.3590 26.7827 -1.2374
O 4.2918 26.6563 -0.5766
N 5.5433 27.6331 -2.2859
C 4.5557 28.7119 -2.5631
H 6.7280 26.2073 0.2490
H 7.3893 26.2919 -1.3821
H 6.3234 24.8641 -0.9832
H 6.4666 27.7155 -2.6870
H 4.9542 29.4601 -3.2482
H 4.4022 29.1400 -1.5725
H 3.6718 28.2693 -3.0223
C 11.7485 23.4031 1.7768
C 12.2250 22.7522 2.9682
O 13.4081 22.4772 3.0774
N 11.3481 22.4977 3.9753
C 11.7069 21.6926 5.1362
H 12.4821 23.3220 0.9746
H 11.5267 24.4514 1.9764
H 10.8931 22.8117 1.4502
H 10.4109 22.5720 3.6061
H 10.8525 21.7795 5.8074
H 12.6273 22.0942 5.5601
H 11.7763 20.6250 4.9277
C 7.1057 19.4560 1.5304
C 5.7544 18.8625 1.9783
O 5.5142 17.6708 1.7889
N 4.9975 19.7237 2.5511
C 3.6938 19.4600 3.1184
H 7.0444 19.4350 0.4423
H 7.9151 18.7895 1.8283
H 7.4248 20.4337 1.8914
H 5.4655 20.5478 2.9003
H 3.4628 18.3966 3.0557
H 2.9732 19.9835 2.4902
H 3.7987 19.8403 4.1345
C 4.3561 24.8744 7.3108
C 5.7838 24.5129 7.5792
O 5.9444 23.3629 7.9825
N 6.8486 25.4163 7.4200
C 6.6121 26.7883 6.9096
H 3.9668 25.6003 8.0246
H 3.7098 24.0343 7.5651
H 4.2118 25.1467 6.2652
H 7.7886 25.2738 7.7608
H 6.3363 27.5397 7.6496
H 5.8100 26.7214 6.1746
H 7.3833 27.2644 6.3042
C 11.4066 18.7553 7.2208
C 11.0305 18.1143 8.4877
O 9.9087 18.1954 8.9467
N 12.0346 17.4342 9.0152
C 12.0776 16.6162 10.2392
H 12.1843 19.5109 7.3317
H 10.4554 19.2169 6.9556
H 11.7716 17.9862 6.5401
H 12.9038 17.4827 8.5030
H 12.9958 16.0329 10.1706
H 11.1765 16.0033 10.2183
H 12.0324 17.2932 11.0923
C 7.8284 21.4674 5.1154
C 7.7356 22.5217 4.0804
O 8.2092 22.4650 2.9529
N 7.1467 23.6445 4.4798
C 6.7908 24.7614 3.6285
H 7.0226 20.7361 5.0525
H 7.6126 21.9079 6.0888
H 8.8022 21.0164 5.3066
H 6.6940 23.6534 5.3826
H 5.9525 25.2661 4.1088
H 6.6506 24.5905 2.5611
H 7.6273 25.4399 3.7956
C 9.7494 22.3734 8.9853
C 11.1538 23.0701 8.9655
O 11.9975 22.6181 8.1544
N 11.3315 24.0440 9.8978
C 12.5960 24.7710 10.0007
H 9.6088 21.8047 8.0662
H 8.9710 23.1298 9.0855
H 9.7277 21.7352 9.8688
H 10.6631 24.1260 10.6506
H 13.3667 24.0013 10.0415
H 12.6942 25.3524 10.9175
H 12.9172 25.3798 9.1555
C 6.5561 30.9575 5.3154
C 5.7535 30.3368 4.1727
O 4.8580 31.0458 3.7369
N 6.0173 29.1163 3.6627
C 5.0774 28.5845 2.6702
H 5.8954 31.4152 6.0517
H 7.0869 31.8096 4.8908
H 7.3713 30.3692 5.7365
H 6.8764 28.6327 3.8823
H 4.1020 28.5387 3.1544
H 5.4150 27.5514 2.5866
H 5.0739 29.1219 1.7219
C 8.7382 27.7080 1.6443
C 9.1522 29.1626 1.2942
O 8.6770 30.0337 2.0372
N 10.1784 29.2525 0.4891
C 10.9714 30.5216 0.3187
H 9.1527 27.6536 2.6509
H 9.1971 26.9555 1.0030
H 7.6748 27.5292 1.8038
H 10.1689 28.6751 -0.3395
H 11.3827 30.7155 -0.6719
H 11.8322 30.4871 0.9864
H 10.3088 31.3256 0.6392
```

=====

Below is 2 unconnected molecules or ions with the total composition C4H7N3O2 in a non-equilibrium geometry, with properties calculated with ωB97M-V/def2-TZVPD.

The calculation puts the max |F| at 1.15 eV/Å. As for the relative energy (zero: lowest compared OMol25 entry of this formula, charge and spin): 0.859 eV. As for the charge: 0.

XYZ file:
```
16
C4H7N3O2 (ωB97M-V/def2-TZVPD)
C 1.4548 -0.5556 -0.8024
C 1.4443 0.5958 0.1393
O 2.3145 0.8634 0.9340
C 0.1908 1.4900 0.0622
N 0.2285 2.4757 0.9669
O -0.7112 1.3069 -0.7318
H 1.1483 -0.2249 -1.7923
H 0.7143 -1.2838 -0.4680
H 2.4353 -1.0221 -0.8310
H -0.5132 3.1518 1.0362
H 1.0361 2.5386 1.5688
N -1.7531 -2.7262 0.8201
C -1.9305 -1.9085 -0.0521
N -1.9145 -1.2898 -1.0814
H -2.4345 -3.0963 1.4511
H -1.7102 -0.3150 -1.2194
```

=====

Below is a molecular structure, C11H12N2PRh in a non-equilibrium geometry, with properties calculated with ωB97M-V/def2-TZVPD.

The calculation puts the max |F| at 3.96 eV/Å. As for the charge: 0. As for the spin multiplicity: 5. The total energy comes out at -987.54629 a.u.

XYZ file:
```
27
C11H12N2PRh (ωB97M-V/def2-TZVPD)
C -0.4859 0.0452 -3.1256
C -1.2610 1.1854 -2.6349
C -0.3651 2.1261 -2.0491
C 0.9770 1.7009 -2.2601
C 0.9662 0.4026 -2.9201
Rh 0.1731 -0.6994 -1.1334
P -0.2998 -2.7860 -1.3037
H -0.8260 -0.7791 -3.7625
H -2.3524 1.3393 -2.7554
H -0.6560 3.1116 -1.6164
H 1.7995 -0.1246 -3.3924
H 1.8677 2.3346 -2.1111
H 0.8489 -3.4973 -1.8312
H -1.3881 -3.0807 -2.2243
H -0.6602 -3.3774 -0.0335
N -0.1594 0.1254 6.2078
C -0.0609 0.2203 5.0431
C 0.0975 0.2341 3.5927
C 0.8711 -0.7578 3.0020
C 0.9168 -0.7993 1.6090
N 0.1425 0.0094 0.8643
C -0.4833 1.0679 1.4097
C -0.5476 1.1983 2.8044
H 1.4058 -1.5027 3.5963
H 1.5220 -1.5108 1.0507
H -0.9269 1.7985 0.7195
H -1.1154 2.0155 3.2543
```

=====

Below is a molecular structure, C23H52O3P4PrS in a non-equilibrium geometry, with properties calculated with ωB97M-V/def2-TZVPD.

The calculation puts the max |F| at 5.62 eV/Å. As for the relative energy (zero: lowest compared OMol25 entry of this formula, charge and spin): 0.746 eV. As for the charge: +3. As for the spin multiplicity: 3.

XYZ file:
```
84
C23H52O3P4PrS (ωB97M-V/def2-TZVPD)
Pr -0.2473 0.6494 0.2366
P -0.8485 -0.2580 -2.5699
P 1.0064 -2.2305 0.1586
P -1.0210 3.0480 -0.9712
H 4.9332 -0.8634 1.4922
C 4.4889 0.1296 1.5374
C 4.0842 0.6843 2.6911
H 4.2047 0.1516 3.6389
C 0.6366 0.0634 -3.5680
C -1.2763 -1.9662 -3.0176
C -2.1397 0.6843 -3.4348
C 2.0494 -2.6040 1.6099
C 0.0043 -3.7770 0.1682
C 2.1732 -2.5816 -1.1898
C -0.4462 3.9539 0.5179
C -2.7557 3.5331 -1.0594
C -0.2519 3.9871 -2.3147
H 4.3025 0.6638 0.5960
H 3.5352 1.6422 2.7258
H 0.4241 -0.1709 -4.6138
H 1.4818 -0.5403 -3.2288
H 0.9507 1.1073 -3.4933
H -1.5228 -2.0100 -4.0844
H -2.1374 -2.2937 -2.4259
H -0.4556 -2.6590 -2.8164
H -2.3122 0.2264 -4.4133
H -1.8806 1.7390 -3.5614
H -3.0647 0.6410 -2.8538
H 2.7889 -3.3920 1.4158
H 1.4021 -2.9570 2.4227
H 2.6004 -1.7169 1.9434
H 0.6600 -4.6514 0.0589
H -0.7460 -3.7736 -0.6337
H -0.5043 -3.8590 1.1370
H 2.6998 -3.5178 -0.9824
H 2.9144 -1.7800 -1.2701
H 1.6649 -2.6897 -2.1516
H -0.2393 4.9812 0.2232
H 0.4929 3.5339 0.9158
H -1.1832 3.9466 1.3270
H -2.7030 4.6280 -1.1181
H -3.3071 3.1946 -0.1668
H -3.2121 3.0773 -1.9503
H -0.1994 5.0206 -1.9562
H -0.8698 3.9275 -3.2204
H 0.7416 3.5588 -2.5170
C 4.2708 4.2925 -0.1193
C 4.8625 4.9322 -1.2399
C 5.8482 5.9104 -1.0995
C 6.3328 6.2307 0.1713
C 5.8221 5.5610 1.2926
C 4.8298 4.5859 1.1440
S 2.7947 3.3077 -0.3808
H 2.4188 2.6685 0.8213
H 4.4375 4.7215 -2.2284
H 6.1905 6.4337 -1.9997
H 7.0352 7.0506 0.2796
H 6.1963 5.8623 2.2695
H 4.4244 4.0996 2.0348
C -3.8091 -4.2502 0.7428
C -4.2544 -3.3037 -0.3441
O -3.3995 -2.0606 -0.3919
P -2.2248 -1.4935 0.5788
O -2.6170 -1.8003 2.1168
C -3.8032 -1.4744 2.8929
C -4.9926 -0.9165 2.1616
O -1.3367 1.2395 1.9672
C -1.8265 1.6581 3.2385
C -3.2830 2.1112 3.1760
H -4.3096 -5.2163 0.5958
H -4.0784 -3.8325 1.7358
H -2.7260 -4.4391 0.6943
H -4.1483 -3.7323 -1.3478
H -5.2874 -2.9663 -0.2113
H -4.0805 -2.4160 3.3787
H -3.4489 -0.7731 3.6479
H -4.7882 0.0118 1.6178
H -5.4616 -1.6345 1.4722
H -5.7365 -0.6403 2.9261
H -1.7778 0.7649 3.8808
H -1.1776 2.4410 3.6771
H -3.9592 1.4204 3.7136
H -3.3773 3.1061 3.6199
H -3.6033 2.2012 2.1424
```